(1)
DFT (ωB97M-V/def2-TZVPD) results for C6H8O2 as an isolated structure.

```
16
Properties=species:S:1:pos:R:3:forces:R:3
C -0.4849 -1.1543 -0.0413 -0.55 -1.62 0.98
C 0.2971 -0.3313 1.0741 0.55 -2.30 1.16
C -0.1491 1.1340 0.7411 1.80 -0.98 2.66
C -0.0030 1.0776 -0.7586 -1.01 1.06 -1.07
C 0.4318 -0.3392 -0.9883 -2.41 -1.36 -3.70
C 1.3411 -0.6192 0.0326 6.64 2.22 3.87
H -2.1027 -0.1978 -0.2797 -0.03 -3.41 1.51
H -0.3336 -2.2201 -0.3023 1.10 0.32 1.09
H 0.4990 -0.7293 2.1197 -0.65 0.80 -1.28
H -1.1529 1.2563 1.1235 -0.25 0.39 -0.07
H 0.5582 1.8307 1.3007 -1.02 -0.66 -0.95
H -1.0145 1.2700 -1.1866 0.88 0.05 -0.34
H 0.7284 1.7897 -1.1141 -0.10 0.29 -0.34
H 0.6747 -0.8092 -1.9386 -0.34 0.72 -0.46
O -1.8581 -1.1723 0.0976 -1.84 4.95 -2.45
O 2.5685 -0.7856 0.1202 -2.77 -0.47 -0.61
```
Positions in Å, forces in eV/Å.



(2)
DFT (ωB97M-V/def2-TZVPD) results for one molecule with the formula C2H4S2.

```
8
Properties=species:S:1:pos:R:3:forces:R:3
C -0.8776 -0.4713 0.1398 -3.56 -2.13 -0.19
C 0.5202 -0.0726 -0.0868 1.33 -0.01 1.04
S 1.7638 -1.1230 -0.1426 -0.31 0.14 -0.46
S 0.6871 1.6493 0.0540 1.46 1.52 -1.17
H -1.0122 -1.5483 0.4334 0.89 0.72 -0.58
H -1.5506 -0.0561 0.9370 1.26 0.80 -0.58
H -1.5201 -0.4005 -0.7981 1.00 0.23 0.87
H 1.9895 2.0224 -0.5366 -2.07 -1.27 1.07
```
Positions in Å, forces in eV/Å.

Values from the calculation:
- Structure (SMILES): CC(=S)S



What are the E_tot values for these records? In order: -10443.68844 -23808.18965 eV.
What are the Kohn-Sham gap values for these records? In order: 9.72 8.34 eV.
What are the energy above the lowest of the compared OMol25 structures with the same formula, charge and spin values for these records? In order: 70.1 15.9 kcal per mole.